Arrangement 1

Here is C6H12N2O as an isolated structure from OMol25. Energies are from ωB97M-V/def2-TZVPD.

Properties
* HOMO-LUMO gap: 9.740 eV
* LUMO energy: 0.72 eV
* HOMO: -9.017 eV

Structure (ORCA input):
```
! wB97M-V def2-TZVPD RIJCOSX def2/J DEFGRID3
* xyz 0 1
C -1.0916 -2.7178 -1.7625
C 0.4797 -1.1374 -0.6317
C -0.5178 -0.0962 0.0465
C -0.6023 2.2701 0.7079
C 0.8215 1.9859 0.3792
C 1.6413 1.4655 1.4011
H -1.6457 -3.6324 -1.5646
H -0.3553 -2.8506 -2.7812
H -1.9676 -1.9642 -2.0612
H 1.2108 -1.3089 0.2310
H 0.8226 -0.6627 -1.5843
H -1.3376 -1.4728 0.8902
H -1.1086 1.6848 1.4914
H -1.1920 3.1461 0.2949
H 1.3374 2.8051 -0.2046
H 0.9279 0.3368 1.4430
H 2.9577 1.6259 1.0198
H 1.2406 2.1144 2.5041
N -1.1789 -0.5049 1.1625
N -0.2283 1.2587 -0.2517
O -0.2140 -2.3452 -0.7298
*
```

=====

Arrangement 2

Here is a 2-piece molecular cluster, C6H12N2O overall from OMol25. Energies are from ωB97M-V/def2-TZVPD.

Properties
* HOMO-LUMO gap: 9.288 eV
* LUMO energy: 0.83 eV
* SMILES: Cc1c[nH]cn1.CCO
* HOMO: -8.461 eV

Structure (ORCA input):
```
! wB97M-V def2-TZVPD RIJCOSX def2/J DEFGRID3
* xyz 0 1
C -1.7649 1.0745 -1.8709
C -1.3206 1.2313 -0.4643
C -2.0903 0.7793 0.5962
N -1.4900 1.3795 1.6870
C -0.3298 1.9364 1.3013
N -0.2374 1.9512 -0.0383
H -2.2547 0.1349 -2.2372
H -1.1702 1.3266 -2.7638
H -2.5710 1.8297 -1.9396
H -2.9531 0.1461 0.6593
H -1.8753 1.3408 2.6151
H 0.3577 2.4585 1.9258
C 1.3754 -2.3496 0.3962
C 2.2529 -1.1217 0.1797
O 2.5931 -1.0430 -1.2200
H 1.8898 -3.2886 0.1334
H 0.4847 -2.3105 -0.2277
H 0.8946 -2.3146 1.3786
H 1.7574 -0.1731 0.4465
H 3.2062 -1.2428 0.7328
H 3.2455 -1.7447 -1.2900
*
```

=====

Most stable: arrangement 2 (next structure +0.2219 hartree)

=====

Arrangement 1

Here is a 2-piece molecular cluster, C6H12N2O overall from OMol25. Energies are from ωB97M-V/def2-TZVPD.

Properties
* HOMO-LUMO gap (spin up / spin down): 7.739 / 7.740 eV
* LUMO energy (spin up / spin down): 0.56 / 0.56 eV
* HOMO (spin up / spin down): -7.179 / -7.180 eV

Structure (ORCA input):
```
! wB97M-V def2-TZVPD RIJCOSX def2/J DEFGRID3
* xyz 0 1
C -1.0778 -0.2896 -0.1241
C -1.0354 0.0575 -1.6109
N -1.3162 -1.7098 0.0329
C -0.3608 0.4107 1.7981
C -1.0197 1.0259 2.6697
H -1.9583 0.2258 0.2539
H -0.5219 -2.2732 -0.2478
H -1.5652 -1.9463 0.9866
H -1.9234 -0.3339 -2.1200
H -1.0329 1.1409 -1.7477
H -0.1590 -0.3518 -2.1219
H -1.9795 1.5089 2.7085
C 1.4343 1.3712 -0.2484
C 1.0661 0.0027 0.2532
N 1.7663 -1.0450 -0.2672
O 0.8901 -0.1315 1.6126
H 2.4707 -0.8911 -0.9716
H 1.7000 -1.9236 0.2252
H 2.4338 1.6286 0.1263
H 1.4539 1.4098 -1.3377
H 0.7349 2.1136 0.1303
*
```

=====

Arrangement 2

Here is an isolated molecule of C6H12N2O from OMol25. Energies are from ωB97M-V/def2-TZVPD.

Properties
* HOMO-LUMO gap: 8.872 eV
* LUMO energy: 1.05 eV
* SMILES: C=CN1CN[C@]1(C)OC
* HOMO: -7.822 eV

Structure (ORCA input):
```
! wB97M-V def2-TZVPD RIJCOSX def2/J DEFGRID3
* xyz 0 1
C -2.5467 -0.7887 0.2039
C -1.8574 0.0210 -0.6084
N -0.4949 0.0593 -0.7466
C 0.2059 1.1689 -1.3290
N 1.2384 1.1822 -0.2606
C 0.6343 0.1278 0.5081
C 0.1327 0.5251 1.8758
O 1.3237 -1.0336 0.6070
C 1.8532 -1.5828 -0.5964
H -2.0560 -1.5196 0.8201
H -3.6211 -0.7613 0.2162
H -2.3878 0.7450 -1.2248
H -0.3454 2.1217 -1.3825
H 0.6509 0.9325 -2.3008
H 1.3288 2.0619 0.2415
H 0.8932 1.0968 2.4071
H -0.1479 -0.3438 2.4628
H -0.7483 1.1599 1.7571
H 2.4126 -2.4635 -0.2889
H 2.4975 -0.8498 -1.0903
H 1.0342 -1.8591 -1.2714
*
```

=====

Arrangement 3

Here is C6H12N2O as an isolated structure from OMol25. Energies are from ωB97M-V/def2-TZVPD.

Properties
* HOMO-LUMO gap: 10.125 eV
* LUMO energy: 0.84 eV
* HOMO: -9.289 eV

Structure (ORCA input):
```
! wB97M-V def2-TZVPD RIJCOSX def2/J DEFGRID3
* xyz 0 1
C -2.3044 1.1287 -0.2558
C -1.7069 -0.0912 0.4417
C -0.2558 -0.3685 0.0810
C 0.7151 0.6667 0.6429
C 2.0704 0.7391 0.0082
N 3.1248 -0.0033 0.3380
C 0.1446 -1.7842 -0.1102
N 0.0249 -0.8798 -1.2576
H -2.1168 1.0948 -1.3391
H -3.3910 1.1624 -0.1001
H -1.8878 2.0690 0.1313
H -1.7816 0.0267 1.5342
H -2.3021 -0.9817 0.1875
H 0.2740 1.6665 0.5309
H 0.8492 0.4544 1.7146
H 1.1602 -2.1102 0.1202
H -0.6248 -2.5476 0.0273
H -0.8356 -1.0529 -1.7721
O 2.3235 1.1705 -1.1696
H 2.9558 -0.6515 1.0984
H 3.5643 0.2922 -0.8518
*
```

=====

Most stable: arrangement 2 (next structure +0.0173 hartree)

=====

Arrangement 1

Here is C6H12N2O as an isolated structure from OMol25. Energies are from ωB97M-V/def2-TZVPD.

Properties
* HOMO-LUMO gap: 8.952 eV
* LUMO energy: 0.42 eV
* HOMO: -8.537 eV

Structure (ORCA input):
```
! wB97M-V def2-TZVPD RIJCOSX def2/J DEFGRID3
* xyz 0 1
C -2.9136 0.7397 -0.2437
C -1.3283 -1.0856 0.2594
C 0.9064 1.3472 -0.3846
C 2.0887 0.3160 -0.2516
C 1.9390 -1.1437 -1.0356
C 2.3238 0.2198 1.2446
H -3.1332 0.4127 -1.5313
H -4.0718 0.8931 0.1076
H -2.0681 1.5922 -0.1217
H -1.5301 -2.1043 0.4148
H 0.8986 2.2188 -1.0196
H 2.8344 0.9441 -0.6499
H 1.2210 -1.6031 -0.3863
H 1.2372 -0.9525 -2.0429
H 2.9411 -1.5746 -1.0271
H 3.1546 -0.6516 1.1572
H 2.8812 1.2173 1.8800
H 1.4089 -0.1613 1.8302
N -0.2187 -0.5444 0.1716
N -0.2963 0.7898 -0.1344
O -2.5331 -0.5386 0.4496
*
```

=====

Arrangement 2

Here is an isolated molecule of C6H12N2O from OMol25. Energies are from ωB97M-V/def2-TZVPD.

Properties
* HOMO-LUMO gap: 9.154 eV
* LUMO energy: 0.87 eV
* SMILES: [H]/N=N\CCC/C(C)=C/O
* HOMO: -8.280 eV

Structure (ORCA input):
```
! wB97M-V def2-TZVPD RIJCOSX def2/J DEFGRID3
* xyz 0 1
H 4.6293 0.1734 0.3432
N 3.8465 -0.5291 0.4221
N 2.7032 -0.2430 0.2536
C 2.0654 0.9590 -0.1149
C 0.6157 0.5721 -0.4123
C -0.1048 -0.1091 0.7222
C -1.4413 -0.3652 0.1862
C -1.6090 -1.7438 -0.4904
C -2.3439 0.5801 0.4158
O -3.6310 0.5190 -0.1135
H 2.5200 1.4390 -1.1095
H 2.1643 1.7376 0.5961
H 0.5160 -0.0561 -1.3109
H 0.1930 1.6648 -0.6502
H 0.3513 -1.0666 0.7853
H -0.0889 0.4630 1.6955
H -0.6188 -1.7857 -0.9952
H -2.5107 -2.0415 -1.0951
H -1.6160 -2.5412 0.3545
H -2.2078 1.4362 0.9330
H -3.9575 -0.2894 -0.3385
*
```

=====

Most stable: arrangement 2 (next structure +0.1022 hartree)

=====

Arrangement 1

Here is a 2-piece molecular cluster, C6H12N2O overall from OMol25. Energies are from ωB97M-V/def2-TZVPD.

Properties
* HOMO-LUMO gap: 9.427 eV
* LUMO energy: 0.65 eV
* SMILES: [H]/N=C(/C)C=C.CNC=O
* HOMO: -8.777 eV

Structure (ORCA input):
```
! wB97M-V def2-TZVPD RIJCOSX def2/J DEFGRID3
* xyz 0 1
H 1.9670 -0.6417 2.1564
N 2.3486 -0.4449 1.2279
C 1.5326 0.1974 0.4627
C 2.0999 0.6683 -0.8495
C 0.0991 0.7105 0.9224
C -0.3628 0.4749 2.1785
H 2.0630 1.7311 -1.0952
H 3.1676 0.4151 -0.8784
H 1.6872 0.1270 -1.7024
H -0.1140 1.6729 0.4660
H -0.1292 -0.4435 2.7073
H -0.9478 1.2067 2.7239
C -1.6138 -1.5892 -0.3571
N -1.5882 -0.1452 -0.5479
C -1.0910 0.3738 -1.7750
O -1.3818 1.4915 -2.1554
H -1.8682 -1.8001 0.6814
H -0.6295 -1.9877 -0.6054
H -2.3651 -2.0358 -1.0105
H -2.4119 0.3508 -0.2140
H -0.4616 -0.3320 -2.3358
*
```

=====

Arrangement 2

Here is an isolated molecule of C6H12N2O from OMol25. Energies are from ωB97M-V/def2-TZVPD.

Properties
* HOMO-LUMO gap: 9.407 eV
* LUMO energy: 0.89 eV
* SMILES: C=CN(C)[C@@H](N)C(=C)O
* HOMO: -8.522 eV

Structure (ORCA input):
```
! wB97M-V def2-TZVPD RIJCOSX def2/J DEFGRID3
* xyz 0 1
C 1.3722 -1.1039 2.2771
C 1.0229 -1.4613 1.0469
N 0.1185 -0.7655 0.0369
C -1.2301 -1.3254 -0.0500
C 0.3675 0.6361 -0.0968
N 1.6468 0.9587 -0.6835
C -0.7641 1.2463 -1.1667
C -1.9857 1.6725 -0.8409
O -0.2762 1.5364 -2.4330
H 1.0369 -0.1696 2.7177
H 1.9694 -1.7625 2.9043
H 1.3200 -2.4372 0.6605
H -1.6470 -1.1976 -1.0510
H -1.2069 -2.4025 0.1444
H -1.8878 -0.8797 0.7046
H 0.2400 1.1876 0.8409
H 2.3196 1.0618 0.0716
H 1.8949 0.1762 -1.2884
H -2.3982 1.5137 0.1485
H -2.5775 2.2524 -1.5445
H 0.6650 1.2637 -2.3987
*
```

=====

Most stable: arrangement 1 (next structure +0.0085 hartree)

=====

Arrangement 1

Here is an isolated molecule of C3H8N2O2 from OMol25. Energies are from ωB97M-V/def2-TZVPD.

Properties
* HOMO-LUMO gap: 9.899 eV
* LUMO energy: 0.97 eV
* SMILES: N[C@@H](OO)[C@H]1CN1
* HOMO: -8.934 eV

Structure (ORCA input):
```
! wB97M-V def2-TZVPD RIJCOSX def2/J DEFGRID3
* xyz 0 1
N 0.1564 1.5714 1.2526
C -0.5844 0.6154 0.4764
O -0.4352 0.9661 -1.0236
O -1.6531 0.7020 -1.7808
C -0.0329 -0.7513 0.6253
C 0.5765 -1.4999 -0.6271
N 1.3951 -1.0736 0.4880
H 1.1340 1.5541 0.9839
H -0.1010 1.5046 2.2321
H -1.6458 0.6544 0.7320
H -1.3059 0.9748 -2.6473
H -0.5817 -1.3633 1.3304
H 0.3422 -2.5545 -0.6879
H 0.7879 -1.0444 -1.5843
H 1.9480 -0.2557 0.2302
*
```

=====

Arrangement 2

Here is C3H8N2O2 as an isolated structure from OMol25. Energies are from ωB97M-V/def2-TZVPD.

Properties
* HOMO-LUMO gap: 9.867 eV
* LUMO energy: 0.71 eV
* HOMO: -9.160 eV

Structure (ORCA input):
```
! wB97M-V def2-TZVPD RIJCOSX def2/J DEFGRID3
* xyz 0 1
C -0.9679 0.6556 0.0117
C -0.0997 -0.6292 -0.4891
C 1.2329 -0.4698 0.0432
H 0.8482 2.3149 -0.1348
H -0.8846 2.2890 0.6558
H -1.9709 0.9067 -0.5985
H -1.4731 0.5070 0.7613
H -0.0427 -0.7439 -1.3922
H -0.6438 -2.1397 0.8025
H -1.9502 -2.1516 -0.1771
H 3.0592 0.1659 -0.3923
N -0.1838 1.7417 0.5547
N -0.7052 -1.9028 -0.0382
O 2.0631 0.3517 -0.7371
O 1.7186 -0.8952 1.1302
*
```

=====

Most stable: arrangement 1 (next structure +0.0580 hartree)